1.
11
Properties=species:S:1:pos:R:3 method="wB97M-V/def2-TZVPD" smiles="C[C@H](C#N)C=O" largest_force_ha_per_bohr=0.0231 e_lumo_ev=0.50 total_energy_ev=-7765.6916 spin_multiplicity=1
O -0.777 1.826 -0.674
N 0.480 -1.478 -2.109
C 0.914 0.182 0.943
C -1.139 0.692 -0.513
C 0.161 -1.086 -1.068
C -0.271 -0.377 0.153
H -2.088 0.293 -0.923
H 1.462 -0.629 1.431
H -0.904 -1.023 0.779
H 0.578 0.885 1.711
H 1.585 0.715 0.269

2.
10
Properties=species:S:1:pos:R:3 method="wB97M-V/def2-TZVPD" largest_force_ha_per_bohr=0.0741 e_lumo_ev=-5.21 total_charge=+1 total_energy_ev=-7633.2885 spin_multiplicity=1
N 2.261 -0.559 0.243
N 1.581 0.409 0.082
N -1.028 -0.285 0.241
C -0.812 1.161 0.155
C -0.694 -1.347 0.071
C 0.673 1.168 0.184
H -1.286 1.856 0.920
H 3.053 -0.778 -0.293
H -1.301 1.339 -0.808
H -0.259 -2.331 -0.006

3.
30
Properties=species:S:1:pos:R:3 method="wB97M-V/def2-TZVPD" largest_force_ha_per_bohr=0.1230 e_lumo_ev=-6.83 total_charge=+2 total_energy_ev=-13619.3101 spin_multiplicity=1
N 2.082 -0.815 -0.241
N -1.338 2.094 1.365
C -0.265 -0.196 0.190
C 3.434 -0.729 0.371
C -2.294 0.146 -0.268
C -1.390 0.707 0.892
C -0.730 1.588 -1.789
C -3.142 -2.338 -0.197
C -0.996 0.390 -0.956
C -0.779 -1.610 0.335
C 1.184 0.042 0.638
C -2.287 -1.325 -0.024
H 1.912 -1.830 -0.297
H -0.832 2.668 -1.264
H -2.387 2.306 1.398
H 1.197 -0.207 1.616
H 0.287 1.629 -2.127
H 3.959 0.165 0.285
H -4.081 -2.095 -0.574
H 1.690 1.124 0.488
H 4.237 -1.451 -0.187
H 2.234 -0.593 -1.167
H -2.930 -3.398 -0.020
H -0.483 -2.216 -0.402
H 3.494 -1.183 1.315
H -3.321 0.472 -0.377
H -0.839 2.699 0.690
H -1.117 2.013 2.292
H -1.493 1.517 -2.694
H -0.785 -2.202 1.179

4.
72
Properties=species:S:1:pos:R:3 method="wB97M-V/def2-TZVPD" largest_force_ha_per_bohr=0.0250 e_lumo_ev=-2.86 total_charge=+1 total_energy_ev=-153534.2326 spin_multiplicity=1
Cl 0.842 0.113 3.725
Cl 4.472 1.428 1.928
Cl 2.776 -1.365 6.063
Cl 3.363 2.665 5.763
Cl -2.560 -2.944 5.599
Cl -3.987 -0.954 3.263
Cl 6.240 -0.827 3.793
Cl 0.798 4.345 7.238
Cl 3.009 -1.846 -5.077
Cl 1.783 1.246 -5.833
O -4.402 1.342 -5.034
O -2.178 -1.552 -5.065
N -0.652 -1.999 -1.943
N -0.965 -3.165 0.060
N 0.015 -0.703 -3.750
N -2.079 -1.718 -3.710
C 2.431 -1.999 4.439
C -5.430 1.962 -4.258
C -1.718 -2.163 0.820
C 6.686 0.866 3.447
C 5.486 1.773 3.363
C -2.120 -1.256 5.225
C 3.108 -1.013 -6.661
C -2.911 -0.362 -5.469
C -3.314 -0.426 4.835
C -0.893 -1.514 -3.140
C 1.373 4.537 5.563
C 1.862 3.235 4.983
C -1.272 -3.192 -1.333
C -4.889 2.727 -3.051
C -3.800 0.251 -4.399
C 2.288 -0.901 3.418
C 3.252 0.483 -6.519
H -5.942 2.623 -4.955
H -0.096 0.298 -3.742
H -2.652 -2.493 -3.397
H 3.270 -2.630 4.149
H 1.532 -2.607 4.508
H -5.072 2.222 -2.102
H 2.156 5.291 5.567
H 3.400 0.917 -7.505
H 4.084 0.755 -5.875
H -4.558 -0.473 -4.057
H -3.012 0.613 4.719
H -2.350 -3.166 -1.559
H 2.209 -1.273 -7.214
H -3.212 0.563 -3.524
H 2.173 -1.328 2.423
H -6.148 1.189 -3.953
H 2.083 3.365 3.925
H 5.817 2.806 3.271
H 0.833 -1.089 -4.210
H 0.531 4.897 4.974
H 3.147 -0.236 3.422
H -1.646 -2.380 1.884
H 7.259 0.870 2.523
H -1.297 -1.170 0.651
H -4.115 -0.492 5.567
H -2.185 0.377 -5.816
H 0.326 -1.886 -1.693
H -3.809 2.864 -3.155
H 7.320 1.198 4.267
H -1.107 -4.087 0.455
H -3.520 -0.688 -6.310
H -1.655 -0.835 6.116
H -1.389 -1.284 4.423
H -2.784 -2.143 0.554
H 3.977 -1.422 -7.172
H -0.821 -4.077 -1.790
H 1.126 2.444 5.095
H -5.339 3.718 -2.987
H 4.851 1.679 4.241